# C4H7N3O

An isolated molecule of C4H7N3O (ωB97M-V/def2-TZVPD, OMol25).

```
15
Properties=species:S:1:pos:R:3:nbo_charge:R:1
O -0.9756 2.2469 -2.3979 -0.53
N -0.8520 -0.1856 0.1712 -0.46
N 1.6070 -0.3880 -0.1352 -0.54
N -0.2198 0.7849 -0.6809 -0.30
C 1.1575 -1.3769 0.8298 -0.27
C -1.2265 1.3886 -1.5845 0.52
C -0.1595 -0.7451 1.3711 -0.26
C 0.9438 0.5184 -0.8706 0.26
H -2.3786 1.2750 -1.4394 0.17
H 0.9524 -2.2184 0.1797 0.22
H 2.0329 -1.3266 1.5016 0.23
H 1.3512 1.0530 -1.5881 0.19
H -1.4860 0.5510 0.7674 0.35
H -0.8339 -1.5939 1.6757 0.22
H 0.0870 0.0165 2.2001 0.19
```

HOMO energy	-8.55	eV
energy relative to the best compared isomer or geometry (same formula, charge and spin)	121.1	kcal per mole
calculated total energy	-10774.4975	eV
charge	0